ORCA calculation (ωB97M-V with the def2-TZVPD basis set) on a molecular structure, C32H25F6NO6P3V at a distorted geometry.

Geometry as XYZ:
```
74
Properties=species:S:1:pos:R:3:forces:R:3
V -1.0135 0.7802 1.9686 -0.5 -0.1 0.5
O -1.4342 -0.8624 0.9558 0.5 -0.2 0.0
P -1.7005 -2.2389 0.3788 -0.2 0.2 0.0
C -0.3950 -2.8260 -0.7113 0.0 0.0 -0.1
P 1.2994 -2.9045 -0.0236 0.1 0.0 -0.1
O 1.6990 -1.6076 0.5587 0.0 0.2 0.2
C 1.2663 -4.2262 1.1997 0.0 -0.1 0.0
C 0.6999 -5.4808 0.9782 0.0 0.0 0.0
C 0.6980 -6.4294 1.9868 0.1 0.0 0.0
C 1.2641 -6.1316 3.2207 0.0 0.0 0.0
C 1.8232 -4.8838 3.4484 0.0 0.0 0.0
C 1.8205 -3.9289 2.4411 0.1 0.0 0.0
C 2.3104 -3.3645 -1.4356 0.0 0.0 0.0
C 2.1328 -4.5266 -2.1875 0.0 0.0 0.0
C 2.9499 -4.7725 -3.2771 0.0 0.0 0.0
C 3.9418 -3.8592 -3.6209 0.0 0.0 0.0
C 4.1175 -2.7012 -2.8797 0.1 0.0 -0.1
C 3.3029 -2.4499 -1.7849 -0.1 0.0 0.1
C -3.2045 -2.1649 -0.5959 0.0 0.0 0.0
C -4.4247 -2.2041 0.0804 0.0 0.0 0.0
C -5.6091 -2.0366 -0.6163 0.0 0.0 0.0
C -5.5828 -1.8274 -1.9886 0.0 0.0 0.0
C -4.3732 -1.7811 -2.6652 0.0 0.0 0.0
C -3.1841 -1.9462 -1.9716 0.0 0.0 0.0
C -1.9484 -3.4771 1.6430 0.0 0.0 0.0
C -1.5076 -3.2513 2.9421 0.0 0.0 0.0
C -1.6485 -4.2509 3.8945 0.0 0.0 0.0
C -2.2258 -5.4634 3.5509 -0.1 0.0 0.0
C -2.6675 -5.6890 2.2523 -0.1 0.0 0.0
C -2.5288 -4.6983 1.2968 -0.1 0.0 0.0
H -0.3186 -2.1464 -1.5644 0.0 0.0 0.0
H -0.7029 -3.8057 -1.0894 0.0 0.0 0.0
H 0.2414 -5.7235 0.0270 0.0 0.0 0.0
H 0.2548 -7.4012 1.8123 0.0 0.0 0.0
H 1.2647 -6.8760 4.0065 0.0 0.0 0.0
H 2.2590 -4.6496 4.4108 0.0 0.0 0.0
H 2.2394 -2.9440 2.6059 0.0 0.0 0.0
H 1.3641 -5.2458 -1.9307 0.0 0.0 0.0
H 2.8151 -5.6742 -3.8604 0.0 0.0 0.0
H 4.5773 -4.0537 -4.4752 0.0 0.0 0.0
H 4.8805 -1.9820 -3.1466 0.0 0.0 0.0
H 3.4308 -1.5418 -1.2089 0.1 0.1 0.0
H -4.4476 -2.3620 1.1520 0.0 0.0 0.0
H -6.5524 -2.0650 -0.0878 0.0 0.0 0.0
H -6.5092 -1.6954 -2.5319 0.0 0.0 0.0
H -4.3522 -1.6105 -3.7329 0.0 0.0 0.0
H -2.2504 -1.8964 -2.5152 0.0 0.0 0.0
H -1.0475 -2.3078 3.2051 0.0 0.0 0.0
H -1.3040 -4.0784 4.9054 0.0 0.0 0.0
H -2.3363 -6.2383 4.2982 0.0 0.0 0.0
H -3.1214 -6.6347 1.9877 0.0 0.0 0.0
H -2.8829 -4.8707 0.2864 0.0 0.0 0.0
O 4.7026 0.7546 -1.7359 0.2 0.0 0.3
C 4.1353 1.8518 -1.5790 -0.7 -0.1 -0.8
O 4.2407 2.9414 -2.1525 0.3 0.1 0.2
C 2.9443 1.7630 -0.6210 0.1 0.0 0.3
C 3.0933 1.3064 0.6820 0.0 -0.1 0.0
C 1.9872 1.0740 1.4727 0.0 -0.2 0.0
N 0.7513 1.2829 1.0143 0.2 0.1 -0.1
C 0.6058 1.8285 -0.2077 0.0 -0.1 0.0
C 1.6497 2.0949 -1.0473 0.1 0.0 -0.1
C -0.8164 2.0748 -0.5300 -0.1 -0.2 0.0
O -1.2992 2.5655 -1.4943 0.0 0.0 0.0
O -1.5855 1.6043 0.5202 0.0 0.3 0.1
H 4.0772 1.0526 1.0513 0.0 0.0 0.0
H 2.0689 0.6631 2.4669 0.0 0.0 0.0
H 1.4750 2.5332 -2.0204 0.0 0.0 0.0
F -0.7215 2.1525 2.9874 0.0 -0.1 -0.2
P -0.3883 1.1511 5.8619 0.0 -0.1 0.0
F -0.4570 2.6772 6.2381 0.0 0.0 0.0
F 0.0278 0.6090 7.2890 0.0 0.0 0.0
F 0.0516 -0.2565 2.8887 -0.1 0.1 0.0
F 1.0605 1.1580 5.2356 0.0 0.0 0.0
F -2.5228 0.5363 2.8254 0.2 0.0 -0.3
```
Forces are in eV/Å.

Values from the calculation:
gap between HOMO and LUMO	4.7342	eV
max |F|	1.050	eV Å⁻¹